{
  "formula": "C34H32BrN5O4S3Sn",
  "method": "wB97M-V/def2-TZVPD",
  "gap_ev": 5.8,
  "charge": -2,
  "multiplicity": 1,
  "relative_energy_kj_mol": 135.3,
  "homo_ev": -1.82,
  "species": ["Sn", "C", "C", "N", "N", "C", "S", "S", "C", "C", "C", "C", "C", "C", "C", "C", "C", "C", "C", "C", "C", "O", "H", "H", "H", "H", "H", "H", "H", "H", "H", "H", "H", "H", "H", "H", "C", "C", "N", "C", "C", "C", "S", "N", "C", "O", "C", "C", "C", "C", "C", "C", "H", "H", "H", "H", "H", "H", "H", "H", "H", "H", "H", "H", "H", "H", "H", "Br", "C", "C", "C", "C", "C", "N", "C", "O", "O", "H", "H", "H"],
  "xyz": [[-12.513, -16.805, -8.265], [-10.887, -21.424, -7.384], [-11.047, -20.000, -7.971], [-11.693, -19.111, -7.323], [-12.069, -19.442, -6.045], [-12.789, -18.666, -5.349], [-13.746, -17.229, -5.798], [-13.088, -19.128, -3.626], [-12.271, -20.758, -3.489], [-13.388, -21.741, -3.582], [-13.637, -22.612, -2.472], [-14.613, -23.606, -2.383], [-15.425, -23.789, -3.447], [-15.155, -23.079, -4.576], [-14.190, -22.008, -4.665], [-10.498, -19.662, -9.259], [-10.123, -18.300, -9.291], [-9.807, -17.658, -10.548], [-9.885, -18.519, -11.662], [-10.204, -19.859, -11.611], [-10.463, -20.544, -10.379], [-10.676, -21.819, -10.322], [-9.834, -21.613, -7.236], [-11.330, -22.302, -7.945], [-11.367, -21.465, -6.370], [-11.851, -20.759, -2.466], [-11.529, -20.810, -4.268], [-12.931, -22.417, -1.660], [-14.653, -24.307, -1.501], [-16.203, -24.490, -3.493], [-15.780, -23.241, -5.419], [-14.196, -21.454, -5.574], [-9.868, -17.826, -8.337], [-9.506, -16.480, -10.635], [-9.780, -18.045, -12.661], [-10.431, -20.345, -12.542], [-16.708, -11.714, -11.885], [-15.430, -12.533, -12.004], [-15.653, -13.962, -11.681], [-15.925, -14.875, -12.825], [-17.365, -15.510, -12.952], [-15.412, -14.428, -10.369], [-15.705, -16.052, -10.043], [-15.146, -13.483, -9.490], [-14.636, -13.665, -8.265], [-13.978, -14.598, -7.832], [-14.987, -12.436, -7.291], [-16.136, -11.649, -7.556], [-16.593, -10.830, -6.539], [-15.852, -10.645, -5.402], [-14.733, -11.400, -5.169], [-14.250, -12.304, -6.116], [-16.508, -10.687, -12.173], [-17.071, -11.774, -10.890], [-17.537, -12.043, -12.531], [-14.737, -12.160, -11.303], [-15.046, -12.474, -12.989], [-15.162, -15.664, -12.992], [-15.861, -14.150, -13.660], [-17.574, -16.271, -12.241], [-17.475, -15.928, -13.932], [-18.252, -14.797, -12.792], [-16.581, -11.736, -8.510], [-17.418, -10.120, -6.850], [-16.236, -9.967, -4.654], [-14.211, -11.321, -4.253], [-13.430, -12.967, -5.882], [-12.017, -13.729, -11.451], [-11.613, -13.078, -9.697], [-11.867, -11.733, -9.379], [-11.430, -11.396, -8.081], [-10.902, -12.362, -7.194], [-10.907, -13.701, -7.646], [-11.210, -14.012, -8.903], [-10.400, -14.794, -6.717], [-9.799, -14.492, -5.683], [-10.791, -16.037, -7.071], [-12.277, -11.058, -10.150], [-11.579, -10.379, -7.748], [-10.732, -12.217, -6.134]],
  "forces_ev_per_angstrom": [[0.0, -0.2, 1.1], [-1.2, -0.4, 0.8], [-0.1, -3.3, 0.2], [-1.1, 1.8, 0.4], [0.5, -0.4, 0.9], [-1.1, 0.7, -0.2], [1.1, -0.6, -0.5], [0.4, 0.6, -0.5], [-1.2, 1.0, 0.7], [-0.3, -2.5, 1.2], [1.1, 0.8, 0.3], [1.6, 0.0, 2.2], [0.3, 0.1, -1.1], [0.9, 2.5, -0.7], [-1.7, -1.8, 0.0], [0.1, 1.4, 0.9], [1.5, 0.9, -2.5], [0.4, 1.0, 1.7], [-0.3, 1.3, -0.8], [-0.2, 0.7, 0.2], [-0.2, -2.0, -0.4], [0.2, 1.9, -0.1], [0.4, -0.2, -0.2], [0.6, 1.5, 0.0], [0.5, 0.2, -1.0], [0.1, -0.2, -0.6], [0.3, -0.1, -0.2], [-0.4, -0.5, 0.2], [0.0, 1.1, -0.8], [-0.9, -1.1, 0.2], [-0.4, -0.1, -0.8], [0.4, 0.4, -0.5], [-0.5, 0.1, -0.4], [-0.8, -3.3, 0.3], [0.0, -0.4, 0.6], [0.3, -0.5, -0.2], [-0.1, -0.1, -1.2], [-1.7, -1.4, 0.5], [0.4, -0.6, 0.4], [-1.0, 1.0, -0.1], [-0.4, 1.9, 0.7], [-0.8, -0.3, -1.5], [0.2, -0.5, 0.0], [0.3, 1.1, 0.5], [-1.0, 1.7, 0.0], [0.7, -0.2, 0.6], [0.2, -1.7, -1.2], [1.8, -0.9, 1.6], [-1.0, 1.7, -2.4], [-0.7, 0.1, 0.8], [0.7, -0.4, -0.6], [-1.4, 0.2, 0.0], [0.0, 0.4, 0.2], [-0.3, 0.1, 1.1], [0.4, -0.2, 0.0], [1.0, 0.5, 0.7], [0.6, 0.1, -1.0], [-0.3, 0.5, 0.5], [0.1, -0.7, 0.0], [0.3, -0.8, 0.7], [0.0, -0.3, -0.8], [1.5, -0.4, -0.4], [-0.6, -0.1, -0.7], [0.7, -0.9, 0.9], [0.1, 0.2, 0.2], [0.5, 0.2, 0.9], [0.1, 0.0, -0.2], [0.0, 0.2, -0.2], [-1.0, 0.6, -0.9], [1.1, -0.7, 0.5], [-0.3, -0.3, -0.1], [-1.4, -0.8, -1.1], [1.1, 1.4, 0.4], [0.3, -0.6, 0.7], [-1.4, -2.5, 0.4], [-0.4, -0.3, -1.4], [0.8, 2.4, 0.6], [0.3, -0.3, 0.9], [0.1, 0.1, 0.1], [0.3, 0.4, -0.2]]
}



{
  "formula": "C18H40HgP2Si",
  "method": "wB97M-V/def2-TZVPD",
  "gap_ev": 4.4,
  "charge": 0,
  "multiplicity": 1,
  "relative_energy_kj_mol": 577.7,
  "homo_ev": -4.14,
  "species": ["P", "P", "C", "C", "H", "H", "H", "H", "C", "H", "H", "H", "C", "H", "H", "H", "C", "H", "H", "H", "C", "H", "H", "H", "Hg", "C", "C", "C", "C", "C", "C", "C", "C", "C", "H", "H", "H", "H", "H", "H", "H", "H", "H", "H", "H", "H", "H", "H", "H", "C", "Si", "C", "C", "H", "H", "H", "H", "H", "H", "H", "H", "H"],
  "xyz": [[0.078, -2.387, -2.615], [0.172, 1.754, -2.504], [-0.237, -0.936, -3.694], [0.594, 0.388, -3.661], [-1.318, -0.704, -3.682], [-0.056, -1.378, -4.695], [1.678, 0.171, -3.590], [0.459, 0.841, -4.661], [-1.416, 2.403, -3.077], [-1.790, 3.134, -2.350], [-2.160, 1.599, -3.169], [-1.309, 2.898, -4.049], [1.490, 2.967, -2.719], [1.216, 3.703, -3.485], [2.421, 2.466, -3.017], [1.662, 3.496, -1.774], [-1.211, -3.533, -3.121], [-1.536, -4.165, -2.289], [-0.815, -4.167, -3.923], [-2.081, -2.981, -3.506], [1.664, -3.032, -3.218], [2.434, -2.251, -3.242], [1.513, -3.411, -4.234], [2.007, -3.855, -2.580], [0.532, -0.505, 3.884], [-0.016, 1.463, -0.697], [-1.412, 1.105, -0.435], [-1.911, -0.109, -1.008], [-1.846, -1.347, -0.062], [-0.882, -2.334, -0.563], [0.525, -2.067, -0.875], [1.363, -0.773, -0.796], [0.940, 0.442, 0.024], [0.844, -2.492, 3.164], [0.179, 2.463, -0.264], [-1.964, 1.615, 0.350], [-1.211, -0.323, -1.836], [-2.906, -0.021, -1.483], [-1.624, -1.029, 0.973], [-2.850, -1.793, -0.029], [-1.108, -3.380, -0.340], [1.157, -2.918, -0.561], [1.599, -0.428, -1.816], [2.371, -1.086, -0.461], [0.514, 0.139, 0.997], [1.861, 0.999, 0.263], [1.676, -2.941, 3.724], [1.082, -2.503, 2.094], [-0.066, -3.082, 3.334], [1.397, 1.868, 6.483], [0.102, 1.578, 5.151], [-1.570, 1.488, 6.003], [0.129, 2.966, 3.891], [1.603, 0.944, 7.041], [1.020, 2.622, 7.192], [2.338, 2.232, 6.047], [-1.583, 2.191, 6.851], [-2.380, 1.755, 5.308], [-1.762, 0.477, 6.392], [-0.266, 3.884, 4.354], [1.156, 3.159, 3.547], [-0.488, 2.719, 3.014]],
  "forces_ev_per_angstrom": [[-0.3, 0.8, 3.6], [-0.4, -0.6, 0.6], [-0.2, 0.5, -0.6], [0.2, -0.4, -0.8], [0.6, -0.2, 0.1], [0.0, 0.1, 0.3], [-0.5, 0.2, 0.0], [0.0, -0.1, 0.3], [0.1, 0.3, -0.3], [0.1, -0.3, 0.0], [0.3, 0.2, 0.2], [0.2, -0.1, -0.1], [0.3, 0.5, -0.6], [0.2, -0.1, 0.1], [-0.2, 0.1, 0.1], [-0.1, -0.2, -0.2], [0.2, -0.9, -0.7], [0.2, 0.3, -0.3], [-0.2, -0.2, -0.3], [0.3, -0.1, 0.3], [0.3, -0.6, -1.8], [-0.2, -0.1, 0.1], [0.5, -0.1, -0.1], [-0.2, 0.2, -0.1], [-0.1, -0.2, 0.5], [-1.0, -1.1, 2.4], [-0.6, 2.7, 0.0], [0.3, -0.8, 0.2], [-0.7, 0.0, 0.1], [-2.5, -0.5, -0.8], [1.7, -0.5, -1.9], [1.1, -0.2, 0.1], [1.2, 0.6, -0.5], [0.1, 0.0, -0.2], [0.1, -0.2, -0.2], [0.2, 0.2, -0.1], [-0.5, -0.1, 0.3], [-0.1, -0.2, 0.1], [-0.2, 0.5, -0.1], [0.2, -0.2, 0.1], [0.4, 0.2, 0.2], [0.1, 0.3, 0.1], [-0.1, -0.1, 0.5], [-0.5, 0.1, 0.2], [-0.2, 0.3, -0.6], [0.2, -0.2, 0.0], [-0.2, 0.0, -0.2], [-0.1, -0.1, 0.2], [0.2, 0.1, -0.1], [0.1, 0.1, 0.1], [0.2, -0.4, -0.6], [-0.2, 0.0, 0.1], [-0.1, 0.4, 0.1], [0.0, 0.3, -0.1], [0.2, -0.1, -0.1], [-0.2, -0.1, 0.2], [-0.1, -0.2, -0.2], [0.2, -0.1, 0.2], [0.0, 0.3, -0.1], [0.1, 0.0, -0.3], [-0.3, 0.0, 0.1], [0.1, 0.1, 0.3]]
}